[1]
The following is a DFT calculation (the ωB97M-V functional and the def2-TZVPD basis) of a 2-piece molecular cluster, C22H39ClF9N4O9P2S2 overall at a distorted geometry.

- Kohn-Sham gap (eV) = 1.113
- max |F| (eV/A) = 3.9
- highest occupied orbital energy (eV) = -1.19
- total charge = -1
- total energy (hartree) = -4595.5840

Geometry (Å):
C -5.0221 -0.1192 1.6271
C -4.9075 0.5722 0.2388
N -3.6535 1.1720 -0.1834
C -2.3611 0.5696 0.0909
C -1.9839 1.1411 1.4945
C -0.6774 0.8088 2.2127
C 0.2570 2.0526 2.2333
C 0.8507 2.3765 3.6121
C 2.3178 2.8003 3.5155
O 2.4310 4.1727 3.7958
C 3.4921 4.7121 2.9855
N -2.2593 -0.8880 -0.0430
C -2.1188 -1.5684 -1.3646
C -2.1206 -3.0950 -1.0285
C -1.0161 -3.8904 -0.3163
O 0.1893 -3.3058 0.1374
C 1.0878 -4.3988 0.0161
C 2.3567 -4.3294 0.8453
F 2.6954 -5.6190 1.0181
F 2.1434 -3.8442 2.0604
C 3.5537 -3.6630 0.1017
F 4.3424 -4.6144 -0.3561
F 3.1186 -3.0116 -0.9675
C 4.3973 -2.6758 0.9257
F 5.3192 -2.2096 0.1037
F 3.6216 -1.6617 1.2669
C 5.1315 -3.3114 2.1150
F 5.9387 -4.2771 1.7025
F 5.8985 -2.3666 2.6297
P -3.9149 -1.5773 -2.1105
O -3.8532 -2.6149 -3.3800
Cl -4.3582 0.1640 -3.0763
C -0.9832 -1.0785 -2.2886
N -1.3652 -0.5299 -3.5264
C -0.3987 -0.4384 -4.6373
C 1.0423 -0.0028 -4.4462
O 0.1560 -1.9924 -2.3700
N 0.0921 -3.1524 -3.0417
O -0.9001 -3.3636 -3.6530
C -0.3175 0.1641 -1.5431
F 0.5438 -0.2573 -0.5593
C -1.2873 1.1998 -0.9102
P -1.9041 2.5275 -2.0769
S -0.9753 2.6799 -3.7897
H -5.8248 -0.8456 1.6445
H -4.1065 -0.5658 2.0081
H -5.3027 0.6329 2.3607
H -5.6226 1.3871 0.2859
H -5.3790 -0.0956 -0.4772
H -3.6566 2.1274 0.1282
H -2.8041 1.0207 2.1953
H -1.9246 2.2076 1.3029
H -0.1033 -0.0690 1.9056
H -0.9157 0.6318 3.2587
H -0.2917 2.9244 1.8801
H 1.0322 1.8716 1.4960
H 0.2922 3.1720 4.0899
H 0.8161 1.4582 4.2003
H 2.9245 2.2402 4.2263
H 2.6510 2.6593 2.4929
H 4.3620 4.0428 2.9680
H 3.1765 4.8503 1.9520
H 3.8290 5.6637 3.3722
H -1.4960 -1.2197 0.5762
H -3.1024 -1.2982 0.3928
H -2.3469 -3.6582 -1.9203
H -3.0382 -3.2100 -0.4395
H -0.7232 -4.6938 -0.9914
H -1.4584 -4.4211 0.5342
H 0.5921 -5.2952 0.3857
H 1.3557 -4.5369 -1.0294
H 4.4757 -3.6711 2.9017
H -4.0207 -3.5044 -3.0515
H -2.1370 -1.0240 -3.9503
H -0.8364 0.2492 -5.3547
H -0.3916 -1.3830 -5.1900
H 1.6477 -0.6844 -3.8567
H 1.1455 0.9844 -4.0125
H 1.5094 0.0521 -5.4229
H 0.3111 0.7380 -2.2137
H -0.6046 1.7806 -0.2918
H -1.6900 3.7571 -1.4117
H -3.2781 2.4801 -2.3283
O 3.9048 8.9444 0.3059
S 3.2697 8.0054 1.2645
O 4.2846 7.5213 2.2447
O 2.7128 6.8305 0.5181
O 2.1637 8.6865 1.9905

Atomic partial charges in e from the Mulliken method, atoms 1 to 2:
1 C -1.30
2 C -0.23

[2]
The following is a DFT calculation (the ωB97M-V functional and the def2-TZVPD basis) of one molecule with the formula C4H6O2.

- Kohn-Sham gap (eV) = 10.689
- max |F| (eV/A) = 0.5
- SMILES string = O=C1CCOC1
- highest occupied orbital energy (eV) = -9.81
- energy above the lowest of the compared OMol25 structures with the same formula, charge and spin (kcal per mole) = 22.5
- total energy (hartree) = -306.4705

Geometry (Å):
O -0.7785 -2.1664 0.3022
C -0.4538 -1.0111 0.1909
C 0.7357 -0.4821 -0.6142
C 0.6534 1.0367 -0.4416
O -0.4566 1.3375 0.4279
C -1.1573 0.1871 0.8352
H 0.6491 -0.8128 -1.6563
H 1.6644 -0.9176 -0.2256
H 1.5588 1.4562 0.0151
H 0.4864 1.5530 -1.3951
H -2.2127 0.2307 0.5190
H -1.1591 0.0881 1.9344

Atomic partial charges in e from the natural (NBO) method, atoms 1 to 2:
1 O -0.52
2 C 0.59

[3]
The following is a DFT calculation (the ωB97M-V functional and the def2-TZVPD basis) of a 2-piece molecular cluster, C3HF5O3S overall at a distorted geometry.

- Kohn-Sham gap (spin up / spin down) (eV) = 8.484 / 8.482
- max |F| (eV/A) = 3.5
- SMILES string = O=CC(F)=S(=O)=O.FC(F)(F)F
- highest occupied orbital energy (spin up / spin down) (eV) = -10.66 / -10.66
- energy above the lowest of the compared OMol25 structures with the same formula, charge and spin (kcal per mole) = 33.9
- total energy (hartree) = -1238.0509

Geometry (Å):
O 1.7076 0.1877 -1.0264
C 1.2287 1.1690 -0.4977
C -0.1905 1.3693 -0.3619
F -1.0452 0.5732 -1.1504
S -0.9335 2.7952 0.0521
O -0.1912 3.6362 0.9939
O -2.3392 2.8381 -0.0942
H 1.9666 1.7522 0.1520
F -1.0823 -3.6505 0.2680
C -0.0524 -2.8818 0.4010
F 0.8163 -3.4614 1.1832
F 0.4112 -2.6643 -0.8747
F -0.2963 -1.6630 0.9550

Atomic partial charges in e from the natural (NBO) method, atoms 1 to 2:
1 O -0.47
2 C 0.30

[4]
The following is a DFT calculation (the ωB97M-V functional and the def2-TZVPD basis) of an isolated ion of composition C7H9N2O2 and charge +1 at a distorted geometry.

- Kohn-Sham gap (eV) = 9.262
- max |F| (eV/A) = 4.6
- SMILES string = Cc1c/c(=[NH+]/C=O)nc(C)o1
- highest occupied orbital energy (eV) = -14.06
- total charge = +1
- energy above the lowest of the compared OMol25 structures with the same formula, charge and spin (kcal per mole) = 33.5
- total energy (hartree) = -531.8572

Geometry (Å):
C 0.3669 0.7136 2.8827
C 0.2334 0.3693 1.5219
C 0.0912 -0.9453 1.0949
C 0.0307 -1.0800 -0.3218
N -0.0697 -2.2587 -0.9191
C -0.3420 -2.5316 -2.2502
O -0.5783 -3.6205 -2.7488
N -0.0698 -0.0110 -1.1629
C 0.0282 1.1883 -0.6387
C -0.0646 2.4385 -1.4464
O 0.1589 1.3451 0.6503
H 1.4172 0.8124 3.1898
H 0.0449 1.8405 3.0530
H -0.2586 0.0425 3.4394
H -0.0236 -1.7582 1.8761
H -0.1643 -2.9760 -0.1730
H -0.5656 -1.7497 -2.9299
H 0.0441 3.2784 -0.8625
H -1.0076 2.5047 -2.0393
H 0.7286 2.3976 -2.2155

Atomic partial charges in e from the natural (NBO) method, atoms 1 to 2:
1 C -0.70
2 C 0.47